Here is a molecular structure, C22H41ClNOP3Ru at a distorted geometry from OMol25. Energies are from ωB97M-V/def2-TZVPD.

ORCA input file:
```
! RIJCOSX wB97M-V def2-TZVPD def2/J DEFGRID3
* xyz 3 6
Ru -0.8700 0.4052 -0.6344
P 0.1626 -1.6220 0.1071
P -1.0621 0.9102 -2.7693
P -2.8469 -0.2936 0.1599
H -0.1139 2.4541 1.6390
C -0.5820 1.5856 2.0948
C 0.0918 0.6076 2.7629
H 1.1868 0.5444 2.7111
C 1.9499 -1.9047 0.5482
C 0.0706 -2.7451 -1.3484
C -0.5382 -2.7774 1.3556
C -0.0859 2.4347 -3.1506
C -0.2820 -0.2662 -3.9487
C -2.8231 0.9675 -3.2689
C -3.2299 -0.7086 1.9212
C -3.2954 -1.8238 -0.7665
C -4.2512 0.8322 -0.1753
H -1.6596 1.7234 2.2239
H -0.4501 -0.1507 3.3258
H 2.3601 -1.0320 1.0650
H 2.5651 -2.1014 -0.3405
H 2.0716 -2.7637 1.2232
H 0.7632 -2.4115 -2.1296
H -0.9522 -2.7342 -1.7399
H 0.3381 -3.7712 -1.0496
H -0.5718 -2.2852 2.3305
H 0.0966 -3.6719 1.4350
H -1.5414 -3.1011 1.0752
H -0.4509 2.9527 -4.0636
H 0.9820 2.1518 -3.2636
H -0.1822 3.1182 -2.2868
H -0.6732 -0.0810 -4.9559
H -0.4927 -1.2999 -3.6534
H 0.8029 -0.1059 -3.9614
H -2.9270 1.2108 -4.3388
H -3.3652 1.7108 -2.6638
H -3.2409 -0.0327 -3.0679
H -4.3171 -0.6735 2.1000
H -2.7507 0.0488 2.5503
H -2.8636 -1.6976 2.2232
H -4.3649 -2.0270 -0.6551
H -2.7267 -2.6893 -0.4216
H -3.0670 -1.6414 -1.8189
H -5.0699 0.5981 0.5134
H -4.5754 0.7018 -1.2097
H -3.9745 1.8796 -0.0185
C -2.3105 3.9304 -0.5375
C -2.4728 4.7298 -1.6974
C -3.6692 5.4358 -1.8705
C -4.5682 5.5756 -0.8080
C -4.4020 4.7925 0.3444
C -3.2491 4.0209 0.5136
O -1.2991 3.0043 -0.4647
H -1.5685 1.8858 -0.2488
H -1.6773 4.7323 -2.4351
H -3.9414 5.8881 -2.8556
H -5.4326 6.2726 -0.8778
H -5.2004 4.7681 1.1035
H -3.0571 3.4593 1.4307
Cl 4.4341 -0.6669 -2.4095
C 3.5033 0.4872 -1.5623
C 4.0919 1.5447 -0.8868
C 3.2380 2.3550 -0.1460
C 1.8642 2.0583 -0.0736
N 1.3215 0.9949 -0.6923
C 2.1203 0.2794 -1.5100
H 5.1784 1.6732 -0.9145
H 3.5778 3.2228 0.4095
H 1.1832 2.7153 0.4782
H 1.6843 -0.5104 -2.1022
*
```

Results
Molecular weight   565.0 g/mol
Max |F|   4.33 eV/Å
Orbital gap (spin up / spin down)   6.49 / 4.16 eV


Here is a molecular structure, C22H41ClNP3SV at a distorted geometry from OMol25. Energies are from ωB97M-V/def2-TZVPD.

ORCA input file:
```
! RIJCOSX wB97M-V def2-TZVPD def2/J DEFGRID3
* xyz 4 2
V 0.0917 -0.5148 -0.0985
P -2.3940 -1.1252 -0.3855
P 1.7624 -2.3509 -0.2507
P 0.0966 0.0965 -2.3703
H -1.2223 3.8076 2.7841
C -1.9128 3.5927 1.9331
C -2.9670 2.7547 2.1374
H -3.0127 1.9901 2.9140
C -3.5717 -1.4100 1.0176
C -2.5163 -2.7790 -1.1654
C -3.5053 -0.1196 -1.4448
C 3.3916 -1.6793 0.3106
C 1.6368 -3.8911 0.7836
C 2.0805 -3.0487 -1.9456
C -0.8869 1.6201 -2.5397
C -0.6257 -1.0345 -3.5718
C 1.7396 0.4053 -3.1169
H -1.7600 4.1169 1.0154
H -3.8738 2.8886 1.5019
H -3.5436 -0.5695 1.7199
H -3.3484 -2.3447 1.5474
H -4.5889 -1.4777 0.6072
H -1.8889 -3.5049 -0.6330
H -2.2159 -2.7365 -2.2171
H -3.5537 -3.1277 -1.1132
H -3.2511 0.9409 -1.3455
H -4.5457 -0.2485 -1.1229
H -3.4292 -0.4112 -2.4986
H 4.2386 -2.3676 0.1544
H 3.3012 -1.4570 1.3890
H 3.5766 -0.7255 -0.2113
H 2.4198 -4.6449 0.6001
H 0.6680 -4.3764 0.5938
H 1.6798 -3.6166 1.8455
H 2.8409 -3.8418 -1.9843
H 2.3786 -2.2540 -2.6417
H 1.1385 -3.4768 -2.3270
H -0.2869 2.3546 -3.0640
H -1.2131 2.0138 -1.5673
H -1.7835 1.4081 -3.1284
H -0.2731 -0.7136 -4.5503
H -1.7153 -0.9855 -3.5558
H -0.3232 -2.0713 -3.3853
H 1.9562 1.4701 -3.1392
H 1.7317 -0.0001 -4.1374
H 2.5181 -0.1273 -2.5524
C 1.9213 3.2376 -0.1163
C 3.2969 3.4043 -0.4667
C 3.8677 4.6742 -0.4640
C 3.0882 5.7900 -0.1774
C 1.7442 5.6380 0.2170
C 1.1836 4.3818 0.2797
S 1.1795 1.6861 -0.1933
H 0.8008 -0.6142 1.2700
H 3.8788 2.5229 -0.7056
H 4.9441 4.7813 -0.6797
H 3.4975 6.7829 -0.2637
H 1.1396 6.5115 0.5023
H 0.1735 4.2233 0.6487
Cl -1.9591 -4.3338 3.4361
C -1.1082 -2.8503 3.4292
C -0.7804 -2.1843 4.6396
C -0.1273 -0.9651 4.5806
C 0.1862 -0.4008 3.3454
N -0.0727 -1.1025 2.1827
C -0.7099 -2.3107 2.2422
H -1.0813 -2.6423 5.5879
H 0.1559 -0.4036 5.4544
H 0.6488 0.5651 3.1876
H -0.9059 -2.8190 1.2721
*
```

Results
Molecular weight   531.0 g/mol
Max |F|   2.99 eV/Å
Orbital gap (spin up / spin down)   3.95 / 3.94 eV


Here is a molecular structure, C22H41N2NbO5 at a distorted geometry from OMol25. Energies are from ωB97M-V/def2-TZVPD.

ORCA input file:
```
! RIJCOSX wB97M-V def2-TZVPD def2/J DEFGRID3
* xyz 0 1
C 3.4011 -0.2063 -1.9573
C 3.7030 -1.4224 -0.9631
O 5.1518 -1.5502 -0.7099
C 3.1566 -2.8532 -1.4263
O 2.0267 -2.8344 -2.3319
Nb 0.2206 -2.2987 -1.4258
C -0.9337 -3.0726 -3.2149
C -2.2258 -2.2263 -3.6794
C -2.1344 -0.6501 -3.4757
O -1.7313 0.0175 -4.4826
N -2.4190 0.1283 -2.2710
C -3.6250 -0.2470 -1.5374
C -4.6819 0.8994 -1.3091
C -5.9630 0.5706 -0.4906
C -6.2793 -0.8262 0.1240
C -5.2551 -1.9575 -0.1150
C -3.9759 -1.6131 -0.9092
C -0.0713 -4.3449 -0.4261
C -1.0749 -4.0935 0.8151
O -2.1543 -4.7262 0.9807
O -0.7016 -3.0484 1.7411
H 2.8043 -0.4703 -2.8885
H 2.7954 0.5796 -1.3670
H 4.3802 0.3166 -2.2486
H 3.2456 -1.1580 0.0581
H 5.2930 -1.3734 0.2498
H 4.0162 -3.3865 -1.9847
H 2.9258 -3.5258 -0.5141
H 1.1442 -1.7996 0.0762
H 0.4328 -0.6287 -2.1839
H -1.2613 -1.6004 -0.6098
H -1.3083 -4.1470 -2.9975
H -0.1840 -3.1846 -4.0832
H -3.1434 -2.7285 -3.2258
H -2.3230 -2.3931 -4.8203
H -1.6012 0.3189 -1.6834
H -4.5298 1.9609 -1.6895
H -6.7387 1.3920 -0.2755
H -7.2173 -1.0414 0.7374
H -5.3813 -3.0219 0.2661
H -3.2158 -2.4645 -1.0561
H -0.6123 -5.0894 -1.1040
H 0.8997 -4.7669 0.0108
H -1.2331 -2.2429 1.5227
C -1.0168 2.7838 0.5514
C 0.1433 1.8333 0.8163
C 0.6110 1.7802 2.2613
N 1.3736 3.0140 2.7860
C 0.4769 3.7936 3.7242
C 2.6189 2.5410 3.5514
C 3.6339 2.3029 2.4517
C 3.4057 3.4540 1.4853
C 1.9857 3.9482 1.7377
H -0.7984 3.8123 0.8456
H -1.2551 2.7866 -0.5153
H -1.9125 2.4599 1.0902
H 0.9788 2.0416 0.1413
H -0.1929 0.8292 0.5495
H 1.2708 0.9161 2.3737
H -0.2351 1.6095 2.9328
H 0.1811 3.1348 4.5418
H -0.3918 4.1368 3.1639
H 1.0350 4.6438 4.1211
H 2.9335 3.3548 4.2110
H 2.3737 1.6556 4.1402
H 3.4478 1.3507 1.9481
H 4.6569 2.2773 2.8309
H 3.5457 3.1364 0.4495
H 4.1162 4.2629 1.6715
H 1.3728 3.9996 0.8421
H 2.0202 4.9507 2.1721
*
```

Results
Molecular weight   506.5 g/mol
Max |F|   5.10 eV/Å
Orbital gap   6.75 eV


> Which value of max |F| does entry 3 give?

5.10 eV/Å